Record 1
{"formula": "C10H17ClN2", "method": "the ωB97M-V functional and the def2-TZVPD basis", "homo_lumo_gap_ev": 9.58, "total_energy_ev": -26146.271, "molar_mass_g_mol": 200.7, "de_lowest_kcal_mol": 0.00, "total_charge": 0, "fmax_ev_per_a": 4.5, "smiles": "CCCCCN1CCC[C@@]1(Cl)C#N", "elements": ["C", "H", "H", "H", "H", "N", "H", "H", "H", "C", "C", "H", "C", "C", "C", "H", "H", "Cl", "C", "H", "H", "C", "H", "H", "H", "C", "N", "C", "H", "H"], "xyz": [[-0.261, 2.389, -0.654], [-1.159, 2.656, 0.023], [-2.155, -5.067, 0.610], [0.738, 4.147, -0.353], [-3.049, -3.801, 1.515], [3.797, 0.625, 0.859], [-0.378, 1.131, 1.787], [-2.364, -2.688, -0.508], [2.051, 2.405, -2.574], [2.909, 1.051, 0.259], [-1.510, -2.975, 0.175], [-1.729, -1.489, 1.840], [-1.075, -1.743, 0.962], [0.145, 0.539, 0.974], [1.952, 2.654, -1.469], [0.191, 3.919, -1.958], [-0.653, 1.773, -1.387], [2.095, -0.036, -1.997], [-0.690, -0.597, 0.151], [-0.201, -2.000, 1.650], [-0.767, -3.542, -0.309], [0.703, 3.462, -1.161], [-1.379, -4.207, 1.905], [2.886, 3.304, -1.274], [0.020, -0.938, -0.629], [-2.111, -4.019, 1.127], [0.570, 1.493, 0.017], [1.812, 1.453, -0.659], [1.031, 0.054, 1.381], [-1.419, 0.047, -0.302]]}


Record 2
{"formula": "C37H75N6O5", "method": "the ωB97M-V functional and the def2-TZVPD basis", "homo_lumo_gap_ev": [5.77, 6.54], "total_energy_ev": -58745.160, "molar_mass_g_mol": 684.0, "multiplicity": 5, "total_charge": 1, "fmax_ev_per_a": 5.0, "elements": ["H", "H", "O", "N", "H", "H", "H", "H", "C", "H", "H", "H", "N", "H", "N", "H", "H", "H", "C", "H", "H", "H", "C", "C", "H", "H", "C", "H", "O", "C", "H", "H", "H", "H", "N", "H", "H", "H", "H", "C", "C", "H", "C", "C", "H", "H", "H", "C", "H", "H", "C", "H", "C", "O", "C", "H", "H", "H", "H", "C", "C", "H", "H", "H", "C", "H", "C", "H", "H", "C", "C", "H", "H", "C", "H", "H", "H", "H", "C", "C", "H", "H", "H", "O", "H", "H", "H", "C", "H", "C", "H", "N", "H", "H", "H", "C", "H", "C", "H", "C", "H", "H", "H", "H", "H", "O", "H", "H", "C", "H", "H", "H", "H", "C", "C", "N", "C", "C", "H", "C", "C", "C", "C"], "xyz": [[2.197, -1.428, 5.177], [0.848, 1.102, -4.569], [-0.965, -0.548, -1.747], [-5.519, 5.705, -0.822], [6.365, -7.936, 1.320], [2.515, -1.825, 1.041], [1.070, -4.038, 2.650], [3.827, -6.438, 2.265], [0.346, -0.615, 4.388], [-7.995, 4.762, -1.798], [6.557, -5.859, -2.410], [-6.644, 5.321, 1.630], [-0.232, -3.576, -3.692], [0.266, 3.175, -3.785], [2.900, -3.680, -3.722], [-5.005, 8.466, -2.545], [8.037, -4.078, -1.571], [-0.590, 3.505, -2.308], [-0.109, 1.548, 0.299], [-0.069, -3.430, 4.705], [-8.917, 6.136, -1.234], [5.557, -2.528, -0.996], [-7.917, 5.826, -1.550], [-6.917, 6.035, -0.410], [7.733, -3.302, -0.021], [-6.874, 8.231, -0.711], [0.128, 0.589, -3.930], [-8.027, 7.688, 0.471], [0.732, -2.644, -4.094], [-0.116, 1.365, -2.636], [6.396, -8.031, -1.194], [2.409, -2.984, 3.018], [-5.801, 6.902, -4.050], [1.952, 1.977, -2.437], [0.688, -0.617, 2.934], [0.019, -4.522, -4.036], [-7.448, 4.146, 0.581], [1.271, -2.856, 0.370], [8.212, -5.001, -0.109], [1.002, 2.196, -0.521], [5.802, -5.847, 1.495], [-6.315, 7.699, 0.879], [-0.783, -2.292, 1.848], [5.513, -3.475, -1.540], [-3.397, 6.155, -3.511], [1.097, -1.099, 0.271], [4.971, -6.141, -1.728], [1.318, -3.066, 3.083], [6.068, -3.345, -2.471], [-3.480, 7.842, -1.927], [-0.501, 2.780, -3.116], [4.617, -5.162, 3.202], [-4.565, 7.755, -1.845], [-5.419, 4.404, -0.909], [-6.102, 6.249, -3.227], [4.478, -3.662, -1.817], [-0.308, 2.159, 1.182], [-1.766, -0.140, 4.055], [-8.215, 6.354, -3.613], [0.954, -3.069, 4.565], [-2.250, 0.338, 0.435], [-1.161, -3.320, -4.055], [-2.510, 0.845, 1.366], [-3.178, 0.035, -0.053], [-2.296, 2.567, -0.553], [-0.797, 0.481, -4.503], [-7.524, 6.600, -2.803], [1.597, -3.776, 5.095], [-4.778, 8.102, -0.836], [-3.796, 5.590, -2.666], [-7.354, 5.208, 0.808], [6.977, -5.387, 3.301], [1.591, 0.462, -1.641], [0.680, -1.940, 2.245], [0.528, -0.402, -3.733], [-7.619, 7.678, -2.645], [5.170, -6.834, 3.317], [0.810, -1.691, 6.209], [-1.427, 1.281, -0.458], [0.589, 0.762, 5.021], [-1.412, -0.755, 5.666], [-4.016, 4.586, -3.034], [0.057, 1.542, 4.471], [1.878, -0.091, 2.796], [1.935, 2.166, 0.047], [-1.699, -0.562, 0.711], [-1.517, -1.594, 2.246], [6.013, -5.930, -1.464], [-8.328, 5.543, 1.165], [-7.028, 7.495, 0.077], [7.857, -6.362, 2.129], [5.455, -4.679, 0.634], [1.645, 1.027, 5.055], [-1.486, -1.864, 4.330], [-6.131, 5.237, -3.647], [1.131, -1.677, 5.164], [-0.929, -2.236, 0.766], [5.876, -7.173, 0.710], [-1.067, -3.296, 2.167], [1.437, -1.920, 0.909], [-0.206, -3.635, -2.659], [7.618, -4.632, 1.901], [-1.857, 3.402, -0.005], [0.282, 0.597, 0.681], [-2.474, 2.895, -1.575], [4.160, -4.679, 0.431], [7.648, -7.014, -0.527], [0.226, 0.777, 6.049], [7.137, -5.549, 2.234], [-3.299, 2.407, -0.156], [-1.443, 2.769, -3.669], [-3.009, 5.514, -1.912], [4.859, -7.542, 0.536], [6.112, -4.607, -0.701], [1.192, 1.463, -1.844], [-1.212, 0.742, -1.836], [1.952, -3.085, -3.731], [4.790, -6.077, 2.631], [0.786, 3.255, -0.687], [-1.162, -0.862, 4.609], [7.604, -4.231, -0.581], [-5.042, 6.298, -2.108], [6.565, -7.098, -0.650]]}


Record 3
{"formula": "C2H2N2", "method": "the ωB97M-V functional and the def2-TZVPD basis", "homo_lumo_gap_ev": 10.73, "total_energy_ev": -5079.062, "molar_mass_g_mol": 54.1, "de_lowest_kcal_mol": 141.21, "total_charge": 0, "fmax_ev_per_a": 6.2, "elements": ["C", "H", "C", "H", "N", "N"], "xyz": [[-0.299, 0.589, -0.044], [0.076, -1.785, 0.184], [-0.038, -0.816, -0.104], [-1.358, 1.767, -0.095], [0.741, 0.141, 0.746], [0.878, 0.104, -0.688]]}


Record 4
{"formula": "C24H30NO6Pb", "method": "the ωB97M-V functional and the def2-TZVPD basis", "homo_lumo_gap_ev": [6.01, 4.05], "total_energy_ev": -44392.743, "molar_mass_g_mol": 635.7, "total_charge": -1, "fmax_ev_per_a": 3.7, "elements": ["C", "O", "H", "H", "H", "H", "H", "C", "C", "H", "H", "O", "C", "C", "C", "H", "N", "C", "H", "H", "C", "H", "Pb", "H", "H", "C", "H", "H", "C", "H", "C", "C", "C", "H", "H", "C", "O", "C", "H", "O", "O", "H", "H", "H", "C", "H", "C", "C", "O", "H", "C", "C", "C", "H", "H", "H", "H", "H", "H", "C", "C", "C"], "xyz": [[-3.407, 2.147, 1.168], [-4.624, 2.744, 1.028], [2.976, 0.607, 2.399], [-5.219, 2.384, 2.997], [4.418, -3.191, 3.555], [6.075, -1.170, 0.060], [-3.803, -0.162, 0.100], [3.537, -0.350, -1.952], [3.892, -2.672, 2.734], [5.430, -3.118, -1.703], [-3.281, 5.034, -2.568], [-2.750, 4.060, -0.809], [-2.189, -0.332, -1.407], [-3.341, 5.177, -1.475], [0.534, 0.454, -1.415], [-2.971, -2.272, 1.149], [4.283, -3.465, 1.411], [-2.014, -1.898, 0.596], [0.894, -1.017, 2.865], [-1.227, -2.649, 0.936], [-0.973, 0.835, -1.357], [-0.866, 2.674, -0.232], [1.880, -2.326, -0.144], [-4.547, 4.010, 2.678], [-1.087, 1.429, -2.289], [5.256, -1.139, -0.655], [3.366, -2.206, -3.225], [-1.009, -2.369, -2.661], [-3.365, 0.407, -0.728], [-4.406, 5.261, -1.195], [-5.165, 3.200, 2.264], [1.931, -1.350, 2.794], [3.850, -1.676, -2.396], [-2.783, 6.029, -1.158], [-1.666, -1.000, 1.171], [4.212, -1.211, 2.552], [6.524, -4.132, 0.792], [-3.379, 2.902, -1.020], [1.822, -3.558, 3.101], [0.739, -0.714, -0.711], [-2.851, 2.005, 2.219], [-2.368, -0.365, -2.483], [1.182, 1.240, -1.059], [-6.153, 3.568, 2.016], [-1.633, -2.793, -1.841], [-4.159, 0.620, -1.457], [-2.146, -1.694, -0.917], [2.387, -2.675, 2.908], [-4.362, 2.838, -1.785], [-0.978, 1.208, 0.794], [4.383, -0.048, -0.861], [4.922, -2.147, -1.592], [5.407, -3.758, 1.117], [2.825, 0.329, -2.421], [4.372, 0.890, -0.282], [0.842, 0.283, -2.487], [-2.462, -3.415, -2.355], [5.235, -0.865, 2.420], [-0.916, -3.530, -1.385], [-1.302, 1.674, -0.156], [3.070, -0.495, 2.551], [-2.841, 1.753, -0.197]]}